No. 1
Density functional theory data (ωB97M-V with the def2-TZVPD basis set) for C31H39AsIrNO6S as an isolated structure.

Energy relative to the best compared isomer or geometry (same formula, charge and spin) ... 0.0 kcal per mole
E_HOMO (alpha / beta) ... -15.7 / -16.5 eV
Total charge ... +3
LUMO (alpha / beta) ... -8.73 / -9.82 eV
Orbital gap (alpha / beta) ... 7.00 / 6.63 eV
Spin multiplicity ... 2

XYZ file:
```
80
Properties=species:S:1:pos:R:3:mulliken_charge:R:1
Ir -1.541 1.220 0.969 2.5903
O -0.416 -0.252 1.885 -0.3741
C -0.782 -0.934 3.129 -0.4335
C -0.367 -0.133 4.338 -0.6761
C -0.714 1.347 4.185 -0.9414
C -2.157 1.645 3.884 0.8818
C -3.004 1.935 4.948 -0.8171
C -4.297 2.372 4.745 -0.5557
C -4.732 2.547 3.439 -0.9650
C -3.880 2.211 2.418 -0.2516
N -2.637 1.718 2.615 0.1596
H 0.522 0.063 1.935 0.4186
H -0.321 -1.918 3.082 0.4533
H -1.861 -1.058 3.084 0.0131
H 0.705 -0.226 4.517 0.3635
H -0.870 -0.569 5.204 0.5152
H -0.092 1.799 3.415 0.0763
H -0.462 1.868 5.107 0.6918
H -2.605 1.847 5.950 0.5608
H -4.938 2.609 5.583 0.4699
H -5.711 2.944 3.210 0.5167
H -4.174 2.355 1.394 0.5143
C -1.984 3.231 -1.361 -0.7868
O -2.644 2.385 -0.370 -0.5634
C -3.700 1.555 -0.952 -0.7000
C -3.197 0.134 -1.037 -0.1643
O -2.848 -0.279 0.324 -0.4516
C -3.975 -0.846 1.049 -0.7337
H -2.716 3.961 -1.698 0.4160
H -1.617 2.619 -2.183 0.2996
H -1.163 3.724 -0.857 0.2497
H -3.991 1.971 -1.915 0.6360
H -4.563 1.612 -0.293 0.3038
H -2.274 0.052 -1.615 -0.0540
H -3.940 -0.552 -1.443 0.5900
H -4.262 -1.761 0.536 0.3628
H -4.808 -0.145 1.083 0.3670
H -3.640 -1.070 2.055 0.1829
C -0.570 -1.934 -5.357 -0.6388
C 0.160 -2.997 -4.842 -0.7286
C 0.862 -2.850 -3.654 -0.5068
C 0.835 -1.617 -3.003 0.6101
C 0.087 -0.549 -3.505 -0.3153
C -0.610 -0.713 -4.691 -0.8692
As 1.877 -1.384 -1.431 0.8396
C 2.487 -3.053 -0.765 0.1155
C 3.767 -3.508 -1.087 -0.1905
C 4.150 -4.780 -0.691 -0.7644
C 3.269 -5.582 0.023 -0.5018
C 1.995 -5.124 0.342 -0.7146
C 1.598 -3.858 -0.053 -0.3750
C 3.307 -0.171 -1.659 0.6354
C 3.305 0.733 -2.727 -0.3336
C 4.359 1.621 -2.862 -0.7970
C 5.393 1.620 -1.930 -0.5378
C 5.378 0.737 -0.855 -0.8015
C 4.329 -0.154 -0.706 -0.4437
H -1.107 -2.055 -6.288 0.4307
H 0.188 -3.941 -5.368 0.4508
H 1.429 -3.678 -3.250 0.4540
H 0.079 0.403 -2.987 0.6079
H -1.175 0.110 -5.109 0.4714
H 4.454 -2.888 -1.650 0.4919
H 5.134 -5.148 -0.945 0.4467
H 3.576 -6.572 0.331 0.4247
H 1.314 -5.761 0.890 0.4295
H 0.601 -3.503 0.183 0.4799
H 2.518 0.709 -3.470 0.4306
H 4.390 2.299 -3.704 0.4677
H 6.221 2.307 -2.048 0.4587
H 6.188 0.743 -0.138 0.4537
H 4.314 -0.838 0.134 0.5537
C 2.023 3.366 0.052 -0.7985
S 0.983 2.041 0.515 0.5333
O 1.758 1.108 1.301 -0.7346
O -0.147 2.669 1.325 -0.7436
O 0.234 1.385 -0.593 -0.1036
H 2.578 3.643 0.947 0.4359
H 1.420 4.191 -0.319 0.3589
H 2.703 2.994 -0.716 0.1536
```

=====

No. 2
Density functional theory data (ωB97M-V with the def2-TZVPD basis set) for one molecule with the formula C5H8O.

Energy relative to the best compared isomer or geometry (same formula, charge and spin) ... 50.3 kcal per mole
E_HOMO ... -9.5 eV
Total charge ... 0
LUMO ... 0.91 eV
Orbital gap ... 10.44 eV

XYZ file:
```
14
Properties=species:S:1:pos:R:3:mulliken_charge:R:1
C 0.686 -1.654 1.679 -1.0581
C 1.364 -0.547 0.872 -0.3996
C 0.621 -0.108 -0.311 0.2064
C 0.006 0.463 -1.176 -0.0461
C -0.745 1.426 -1.991 -0.5027
O -2.090 1.070 -2.225 -0.5311
H 0.631 -2.588 1.114 0.2968
H 1.252 -1.836 2.598 0.3159
H -0.332 -1.361 1.956 0.3064
H 1.455 0.348 1.500 0.2562
H 2.383 -0.837 0.594 0.3053
H -0.281 1.573 -2.969 0.2791
H -0.670 2.380 -1.448 0.2471
H -2.462 0.797 -1.377 0.3244
```

=====

No. 3
Density functional theory data (ωB97M-V with the def2-TZVPD basis set) for a 12-piece molecular cluster, C53H72F12N7O4P overall in a non-equilibrium geometry.

E_HOMO ... -7.7 eV
Total charge ... 0
LUMO ... 0.23 eV
Orbital gap ... 7.93 eV

XYZ file:
```
149
Properties=species:S:1:pos:R:3:mulliken_charge:R:1
C -3.498 -1.414 1.150 -1.7213
C -2.084 -1.557 0.545 1.8691
C -1.308 -0.345 1.074 0.0103
N 0.083 -0.184 0.481 1.1494
C 0.854 0.804 1.328 0.5905
C 2.274 1.043 0.814 -0.6070
C 2.298 1.541 -0.656 1.4602
C 1.371 0.722 -1.549 2.5767
C 0.025 0.374 -0.923 0.0623
C 0.824 -1.492 0.430 0.3220
H -3.556 -1.177 2.214 0.3453
H -4.088 -2.299 0.919 0.5557
H -3.923 -0.533 0.685 0.0532
H -2.199 -1.580 -0.537 -1.4902
H -1.649 -2.480 0.922 0.3365
H -1.204 -0.342 2.157 -0.1123
H -1.740 0.630 0.835 -0.2683
H 0.314 1.748 1.333 -0.6253
H 0.941 0.364 2.322 0.0159
H 2.775 1.759 1.467 0.7930
H 2.872 0.140 0.946 -0.1179
H 2.160 2.611 -0.807 -1.5057
H 3.343 1.430 -0.956 0.5339
H 1.177 1.420 -2.362 -1.4471
H 1.831 -0.228 -1.818 0.0757
H -0.593 1.278 -0.902 -0.7023
H -0.581 -0.284 -1.549 -0.3277
H 1.821 -1.315 0.039 0.0807
H 0.283 -2.125 -0.270 -0.1017
H 0.862 -1.896 1.438 -0.5791
P 0.010 4.125 -0.843 1.7213
F -1.125 4.181 -1.954 -0.4865
F 0.930 5.176 -1.648 -0.4917
F -0.691 5.299 0.002 -0.4546
F 1.189 3.961 0.292 -0.1548
F -0.874 3.055 0.072 -0.2441
F 0.701 2.863 -1.637 -1.4808
N 0.441 0.635 -6.039 0.0483
C 0.631 1.210 -4.809 -0.4912
C -0.571 1.693 -4.359 0.2984
C -1.529 1.431 -5.392 -1.3182
C -0.903 0.625 -6.317 -0.4981
H 1.120 0.161 -6.604 0.2080
H 1.575 1.221 -4.288 0.4142
H -0.769 2.227 -3.443 0.3551
H -2.576 1.665 -5.287 0.4236
H -1.159 0.186 -7.270 0.4233
N 3.910 -1.193 -3.435 0.0675
C 4.795 -0.256 -2.966 -0.8472
C 5.119 -0.544 -1.655 -0.5420
C 4.372 -1.695 -1.346 0.1452
C 3.525 -1.991 -2.377 -1.0309
H 3.607 -1.162 -4.390 0.2497
H 5.256 0.480 -3.606 0.4873
H 5.828 -0.034 -1.026 0.5243
H 4.317 -2.136 -0.360 0.4639
H 2.706 -2.691 -2.388 0.4879
N -3.603 2.599 -0.179 0.0886
C -4.281 2.191 -1.318 -0.9448
C -5.374 1.469 -0.912 -0.2353
C -5.358 1.398 0.465 -0.5793
C -4.242 2.061 0.901 -0.4142
H -2.704 3.060 -0.180 0.2077
H -3.857 2.443 -2.277 0.5337
H -6.151 1.102 -1.563 0.4752
H -6.071 0.783 0.994 0.4432
H -3.846 2.192 1.895 0.2509
N -1.069 -1.522 -3.691 0.2288
C -0.140 -2.496 -3.563 -0.2556
C -0.552 -3.401 -2.604 -1.1807
C -1.832 -2.942 -2.161 0.2088
C -2.141 -1.838 -2.893 -1.5889
H -1.005 -0.642 -4.185 0.6070
H 0.743 -2.471 -4.184 0.5708
H 0.020 -4.228 -2.217 0.4696
H -2.351 -3.427 -1.351 0.5989
H -2.935 -1.124 -2.736 0.7020
N 4.662 3.583 -3.642 0.1004
C 3.426 3.317 -4.150 -1.1064
C 2.489 4.034 -3.421 -0.1086
C 3.213 4.780 -2.480 -0.4194
C 4.551 4.494 -2.627 -1.2163
H 5.504 3.096 -3.886 0.2904
H 3.272 2.551 -4.892 0.6187
H 1.423 3.910 -3.515 0.7675
H 2.785 5.472 -1.771 0.6326
H 5.408 4.831 -2.071 0.5979
N -0.247 -5.177 2.471 0.0684
C -1.588 -4.797 2.587 -0.9859
C -1.528 -3.639 3.293 -0.3419
C -0.191 -3.243 3.572 0.0995
C 0.581 -4.209 2.968 -1.1187
H 0.149 -6.023 2.102 0.2144
H -2.363 -5.450 2.232 0.4443
H -2.392 -3.120 3.685 0.5177
H -0.006 -2.319 4.094 0.5527
H 1.646 -4.353 3.062 0.6185
C -1.240 0.657 4.627 -0.0663
C -1.671 1.736 3.868 -0.6249
C -0.727 2.736 3.581 -0.0334
C 0.557 2.659 4.095 -0.4337
C 0.930 1.586 4.899 -0.4586
C 0.042 0.555 5.183 -0.9356
H -1.975 -0.130 4.774 0.3968
H -2.683 1.802 3.502 0.4185
H -0.842 3.527 2.847 0.5007
H 1.285 3.386 3.762 0.2906
H 1.947 1.492 5.265 0.4599
H 0.358 -0.324 5.725 0.5110
C 4.044 5.410 3.326 -0.6065
C 5.377 5.181 3.009 -0.4326
C 5.679 4.589 1.784 -0.8583
C 4.658 4.224 0.926 -0.2436
C 3.307 4.399 1.252 0.2058
C 3.032 5.030 2.463 -0.3615
H 3.726 5.860 4.259 0.3828
H 6.119 5.526 3.716 0.3810
H 6.732 4.446 1.574 0.3970
H 4.830 3.779 -0.046 0.4015
H 2.565 4.039 0.559 0.4988
H 1.978 5.251 2.602 0.2949
C -11.855 -3.694 -1.607 -1.2071
C -10.388 -4.052 -1.660 -0.1608
O -9.568 -2.920 -1.347 -0.2076
C -8.253 -3.071 -1.480 0.0609
O -7.697 -4.043 -1.873 -0.5192
C -7.488 -1.820 -1.018 1.2156
F -6.541 -2.286 -0.185 -0.2406
F -6.857 -1.338 -2.113 -0.2632
F -8.148 -0.810 -0.477 -0.2699
H -12.099 -2.772 -2.137 0.3261
H -12.144 -3.513 -0.570 0.3102
H -12.499 -4.480 -1.996 0.3711
H -10.118 -4.461 -2.632 0.3160
H -10.203 -4.800 -0.887 0.2779
C 5.247 -5.479 4.962 -1.1801
C 5.414 -4.990 3.502 -0.2148
O 5.589 -3.572 3.649 -0.2776
C 5.114 -2.807 2.674 0.1855
O 4.483 -3.201 1.734 -0.5500
C 5.054 -1.331 3.081 1.1103
F 3.868 -1.069 3.617 -0.1904
F 6.055 -0.977 3.865 -0.2688
F 5.141 -0.558 1.982 -0.2304
H 6.084 -5.203 5.597 0.3116
H 5.069 -6.553 4.997 0.3900
H 4.348 -4.964 5.303 0.3097
H 4.533 -5.258 2.924 0.2626
H 6.263 -5.445 2.994 0.3340
```

=====

No. 4
Density functional theory data (ωB97M-V with the def2-TZVPD basis set) for LiN2O14S2Sr2 as an isolated structure in a non-equilibrium geometry.

Energy relative to the best compared isomer or geometry (same formula, charge and spin) ... 67.7 kcal per mole
E_HOMO ... -3.0 eV
Total charge ... -1
LUMO ... -1.19 eV
Orbital gap ... 1.81 eV

XYZ file:
```
21
Properties=species:S:1:pos:R:3:mulliken_charge:R:1
Sr -3.335 2.385 -1.364 1.4248
Sr 1.278 1.834 0.604 1.8611
Li -3.154 -1.335 1.468 0.8418
N 3.719 0.166 1.802 0.8476
O 2.507 -0.263 1.675 -0.6039
O 3.959 1.275 2.365 -0.6105
O 4.599 -0.358 1.118 -0.5238
N -1.431 -0.070 0.241 0.6701
O -1.938 -0.923 -0.458 -0.4082
O -2.102 0.990 0.496 -0.6776
O -0.352 -0.239 0.896 -0.5434
S -0.635 -3.810 0.488 1.2165
O 0.120 -3.281 1.615 -0.6483
O -0.469 -5.269 0.496 -0.6885
O -2.069 -3.528 0.695 -0.7457
O -0.114 -3.296 -0.768 -0.6384
S -0.099 3.198 -2.280 1.0038
O -0.241 2.333 -1.109 -0.6331
O -0.254 2.259 -3.408 -0.6505
O -1.233 4.162 -2.244 -0.7699
O 1.244 3.770 -2.326 -0.7239
```

=====

No. 5
Density functional theory data (ωB97M-V with the def2-TZVPD basis set) for a 2-piece molecular cluster, C2H3NS overall in a non-equilibrium geometry.

Energy relative to the best compared isomer or geometry (same formula, charge and spin) ... 60.1 kcal per mole
E_HOMO (alpha / beta) ... -7.7 / -11.0 eV
Total charge ... 0
LUMO (alpha / beta) ... 0.76 / -1.81 eV
Orbital gap (alpha / beta) ... 8.51 / 9.22 eV
Spin multiplicity ... 3

XYZ file:
```
7
Properties=species:S:1:pos:R:3:mulliken_charge:R:1
C 2.201 0.318 0.232 0.1112
C -0.835 -0.283 -0.353 -0.2596
N 2.814 0.627 -0.664 -0.3367
S -2.464 -0.086 -0.182 -0.1492
H -2.574 0.696 0.855 0.1199
H 1.646 -0.127 1.153 0.2493
H -0.788 -1.145 -1.041 0.2651
```